i | The following is a quantum chemistry calculation of a 2-piece molecular cluster, C5H14N2 overall, from OMol25.

As for the SMILES: CC(C)N.C=NC. For the HOMO-LUMO gap, the calculation gives 10.2 eV.

```
! RIJCOSX wB97M-V def2-TZVPD def2/J DEFGRID3
* xyz 0 1
C 1.016 0.500 1.487
C 2.031 0.108 0.431
C 1.982 -1.327 -0.028
N 1.893 0.929 -0.815
H 0.946 -0.212 2.302
H 1.364 1.460 1.848
H 0.048 0.594 0.986
H 3.050 0.351 0.761
H 2.849 -1.560 -0.682
H 2.034 -2.037 0.837
H 1.052 -1.517 -0.577
H 2.019 1.920 -0.647
H 0.919 0.842 -1.151
C -2.598 1.258 -0.982
N -2.773 0.506 0.046
C -2.705 -0.943 -0.238
H -2.201 2.278 -0.775
H -2.833 0.983 -2.030
H -1.807 -1.396 0.225
H -2.760 -1.251 -1.276
H -3.527 -1.486 0.280
*
```

natural (NBO) population analysis, charges in e, atoms 1 to 5: atom 1 (C): -0.62, atom 2 (C): -0.05, atom 3 (C): -0.61, atom 4 (N): -0.84, atom 5 (H): 0.21



ii | The following is a quantum chemistry calculation of C5H14N2 as an isolated structure, from OMol25.

For the HOMO-LUMO gap, the calculation gives 8.8 eV.

```
! RIJCOSX wB97M-V def2-TZVPD def2/J DEFGRID3
* xyz 0 1
N 0.981 2.261 0.751
C 0.692 1.070 1.626
C -0.166 1.637 2.853
C -0.176 0.142 0.746
N -0.815 0.518 -0.348
C 0.130 -1.506 -2.679
C -0.979 -2.230 -1.914
H 1.968 2.191 0.537
H 0.538 1.957 -0.194
H 1.587 0.449 1.785
H -0.617 0.803 3.414
H -0.934 2.199 2.320
H 0.389 2.253 3.570
H 0.463 0.016 -0.268
H -0.559 -0.821 1.188
H 0.687 -0.864 -1.958
H 1.059 -2.076 -2.888
H -0.294 -0.898 -3.488
H -1.879 -2.563 -2.497
H -0.607 -3.069 -1.299
H -1.468 -1.468 -1.257
*
```

Löwdin population analysis, charges in e, atoms 1 to 5: atom 1 (N): -0.01, atom 2 (C): -0.39, atom 3 (C): -0.05, atom 4 (C): -0.34, atom 5 (N): 0.10



iii | The following is a quantum chemistry calculation of an isolated molecule of C5H14N2, from OMol25.

As for the SMILES: CCN(C)CCN. For the HOMO-LUMO gap, the calculation gives 9.3 eV.

```
! RIJCOSX wB97M-V def2-TZVPD def2/J DEFGRID3
* xyz 0 1
C 1.524 -2.363 0.595
C 1.430 -0.846 0.548
N 0.173 -0.386 -0.043
C 0.142 -0.496 -1.470
C -0.331 0.845 0.507
C -1.693 1.253 -0.031
N -2.127 2.582 0.332
H 2.570 -2.625 0.757
H 1.278 -2.783 -0.382
H 0.897 -2.834 1.349
H 1.389 -0.490 1.579
H 2.266 -0.423 -0.027
H 0.692 0.363 -1.917
H 0.666 -1.396 -1.779
H -0.863 -0.504 -1.885
H 0.368 1.666 0.245
H -0.380 0.682 1.580
H -2.459 0.511 0.244
H -1.722 1.139 -1.103
H -1.943 3.275 -0.372
H -1.876 2.830 1.274
*
```

natural (NBO) population analysis, charges in e, atoms 1 to 5: atom 1 (C): -0.61, atom 2 (C): -0.21, atom 3 (N): -0.45, atom 4 (C): -0.41, atom 5 (C): -0.22



Q: What are the energies relative to the best structure? A: i 0.681; ii 4.339; iii 0.000, in eV.



i | The following is a quantum chemistry calculation of an isolated molecule of C5H14N2, from OMol25.

As for the SMILES: C[C@@H](N)CN(C)C. For the HOMO-LUMO gap, the calculation gives 9.6 eV.

```
! RIJCOSX wB97M-V def2-TZVPD def2/J DEFGRID3
* xyz 0 1
C -1.518 -0.818 -1.580
C -0.509 0.255 -1.126
N -0.859 1.551 -1.751
C -0.381 0.293 0.396
N 0.936 -0.125 0.851
C 1.422 0.536 2.079
C 1.048 -1.569 1.020
H -2.371 -1.008 -0.887
H -2.130 -0.490 -2.396
H -1.072 -1.802 -1.577
H 0.590 0.009 -1.392
H -1.786 1.863 -1.594
H -0.585 1.662 -2.714
H -0.356 1.410 0.502
H -1.243 -0.038 1.002
H 1.086 1.660 2.142
H 0.939 0.046 3.069
H 2.540 0.232 2.219
H 1.037 -2.011 0.070
H 0.367 -2.025 1.702
H 2.074 -1.675 1.409
*
```

natural (NBO) population analysis, charges in e, atoms 1 to 5: atom 1 (C): -0.65, atom 2 (C): -0.06, atom 3 (N): -0.86, atom 4 (C): -0.25, atom 5 (N): -0.45



ii | The following is a quantum chemistry calculation of a 3-piece molecular cluster, C5H14N2 overall, from OMol25.

For the HOMO-LUMO gap (spin up / spin down), the calculation gives 6.7 / 6.7 eV.

```
! RIJCOSX wB97M-V def2-TZVPD def2/J DEFGRID3
* xyz 0 1
C -0.513 -0.476 0.019
C -0.474 0.898 0.238
C 1.616 0.531 0.517
C -0.720 -1.448 1.140
C 2.314 0.684 -0.807
N -0.404 -0.990 -1.213
N -2.592 1.030 -0.088
H -0.464 -0.389 -2.018
H -0.485 -1.980 -1.368
H -2.968 0.428 -0.823
H -3.097 0.751 0.756
H -0.338 1.601 -0.566
H -0.636 1.288 1.225
H 1.853 -0.396 1.038
H 1.738 1.379 1.189
H -0.047 -2.304 1.046
H -1.749 -1.806 1.113
H -0.544 -0.970 2.101
H 2.039 1.622 -1.300
H 2.063 -0.136 -1.488
H 3.407 0.685 -0.712
*
```

natural (NBO) population analysis, charges in e, atoms 1 to 5: atom 1 (C): 0.43, atom 2 (C): -0.27, atom 3 (C): -0.46, atom 4 (C): -0.68, atom 5 (C): -0.65



iii | The following is a quantum chemistry calculation of an isolated molecule of C5H14N2, from OMol25.

As for the SMILES: CCN(C)CCN. For the HOMO-LUMO gap, the calculation gives 8.7 eV.

```
! RIJCOSX wB97M-V def2-TZVPD def2/J DEFGRID3
* xyz 0 1
C -1.714 0.730 2.061
C -0.351 0.216 1.501
N 0.040 0.526 0.137
C -0.548 1.740 -0.362
C 1.135 -0.215 -0.285
C 0.668 -1.052 -1.478
N 1.535 -2.258 -1.705
H -2.514 0.074 1.413
H -1.912 0.502 3.113
H -1.905 1.761 1.536
H -0.229 -0.835 1.683
H 0.320 0.738 2.119
H -0.475 2.633 0.196
H -1.646 1.512 -0.719
H -0.010 1.845 -1.481
H 2.230 0.164 -0.510
H 1.246 -1.175 0.217
H -0.429 -1.221 -1.363
H 0.699 -0.416 -2.401
H 2.560 -2.043 -1.686
H 1.300 -3.225 -1.985
*
```

natural (NBO) population analysis, charges in e, atoms 1 to 5: atom 1 (C): -0.63, atom 2 (C): -0.20, atom 3 (N): -0.49, atom 4 (C): -0.40, atom 5 (C): -0.24



Q: What are the energies relative to the best structure? A: i 0.000; ii 2.619; iii 1.695, in eV.



i | The following is a quantum chemistry calculation of an isolated molecule of C5H14N2, from OMol25.

As for the SMILES: CC[C@H](CN)NC. For the HOMO-LUMO gap, the calculation gives 10.2 eV.

```
! RIJCOSX wB97M-V def2-TZVPD def2/J DEFGRID3
* xyz 0 1
C -1.660 -1.383 -1.099
C -0.305 -0.599 -0.874
C 0.165 -0.375 0.555
C -0.376 0.942 1.111
N -1.827 1.178 1.318
N 1.625 -0.222 0.696
C 2.574 0.776 -0.135
H -1.787 -1.641 -2.115
H -2.528 -0.841 -0.780
H -1.534 -2.303 -0.576
H 0.512 -1.145 -1.501
H -0.423 0.350 -1.512
H -0.112 -1.174 1.208
H -0.024 0.985 2.092
H -0.078 1.618 0.344
H -2.355 1.301 0.406
H -2.303 0.315 1.668
H 1.953 -0.930 0.067
H 2.360 0.775 -1.185
H 3.677 0.492 0.033
H 2.446 1.880 0.279
*
```

natural (NBO) population analysis, charges in e, atoms 1 to 5: atom 1 (C): -0.60, atom 2 (C): -0.41, atom 3 (C): -0.09, atom 4 (C): -0.22, atom 5 (N): -0.83



ii | The following is a quantum chemistry calculation of an isolated molecule of C5H14N2, from OMol25.

As for the SMILES: CC(C)NCCN. For the HOMO-LUMO gap, the calculation gives 10.1 eV.

```
! RIJCOSX wB97M-V def2-TZVPD def2/J DEFGRID3
* xyz 0 1
C -0.629 -1.491 -1.199
C -0.508 0.042 -1.384
C -1.917 0.717 -1.768
N -0.075 0.712 -0.056
C 1.353 0.336 0.354
C 1.449 0.851 1.781
N 0.882 -0.092 2.853
H -1.079 -2.107 -1.985
H -1.236 -1.638 -0.237
H 0.346 -2.022 -1.017
H 0.281 0.150 -2.145
H -1.829 1.841 -1.628
H -2.783 0.448 -1.062
H -2.233 0.556 -2.822
H -0.716 0.362 0.640
H 2.083 0.881 -0.280
H 1.538 -0.791 0.360
H 2.463 0.893 1.988
H 0.954 1.787 1.841
H 1.572 -0.794 2.942
H 0.084 -0.642 2.826
*
```

natural (NBO) population analysis, charges in e, atoms 1 to 5: atom 1 (C): -0.64, atom 2 (C): -0.05, atom 3 (C): -0.63, atom 4 (N): -0.63, atom 5 (C): -0.24



Q: What are the energies relative to the best structure? A: i 0.713; ii 0.000, in eV.



i | The following is a quantum chemistry calculation of an isolated molecule of C9H13NO, from OMol25.

As for the SMILES: CC=C=N/C=C\C(C)=C\OC. For the HOMO-LUMO gap, the calculation gives 8.9 eV.

```
! RIJCOSX wB97M-V def2-TZVPD def2/J DEFGRID3
* xyz 0 1
C -3.278 0.824 -0.119
C -2.020 0.636 -0.748
C -1.616 -0.600 -0.759
N -1.416 -1.788 -0.916
C -0.502 -2.472 -0.070
C 0.665 -2.113 0.504
C 1.550 -0.934 0.314
C 2.920 -1.225 -0.279
C 0.931 0.300 0.269
O 1.493 1.504 -0.050
C 0.983 2.758 0.495
H -3.808 -0.126 -0.090
H -3.028 1.109 1.066
H -3.913 1.630 -0.548
H -1.421 1.422 -1.240
H -0.813 -3.503 0.062
H 1.118 -2.980 1.056
H 3.477 -2.017 0.228
H 2.869 -1.519 -1.357
H 3.632 -0.389 -0.326
H -0.113 0.545 0.671
H 0.122 3.062 -0.168
H 1.801 3.390 0.652
H 0.364 2.486 1.353
*
```

natural (NBO) population analysis, charges in e, atoms 1 to 5: atom 1 (C): -0.60, atom 2 (C): -0.44, atom 3 (C): 0.45, atom 4 (N): -0.45, atom 5 (C): -0.04



ii | The following is a quantum chemistry calculation of an isolated molecule of C9H13NO, from OMol25.

As for the SMILES: O=C1N[C@@H]2CC/C=C\CC[C@H]12. For the HOMO-LUMO gap, the calculation gives 10.1 eV.

```
! RIJCOSX wB97M-V def2-TZVPD def2/J DEFGRID3
* xyz 0 1
O 1.175 -1.061 3.123
C 0.778 -1.205 1.957
N 0.920 -2.241 1.212
C -0.004 -1.765 0.126
C 0.575 -1.087 -1.144
C -0.361 -0.099 -1.946
C -0.365 1.458 -1.803
C -0.040 2.301 -0.844
C 0.285 1.777 0.574
C -0.831 0.784 1.018
C -0.522 -0.735 1.280
H 1.826 -2.828 1.017
H -0.667 -2.573 0.070
H 1.301 -0.525 -0.582
H 1.269 -1.791 -1.709
H -1.334 -0.393 -1.508
H -0.186 -0.233 -2.965
H -1.117 1.866 -2.717
H -0.126 3.265 -1.070
H 1.334 1.533 0.362
H 0.485 2.655 1.171
H -1.136 0.966 2.168
H -1.769 0.889 0.488
H -1.490 -0.959 1.721
*
```

natural (NBO) population analysis, charges in e, atoms 1 to 5: atom 1 (O): -0.60, atom 2 (C): 0.64, atom 3 (N): -0.58, atom 4 (C): -0.04, atom 5 (C): -0.43



iii | The following is a quantum chemistry calculation of a 2-piece molecular cluster, C9H13NO overall, from OMol25.

As for the SMILES: Cc1ccccc1.CC(N)=O. For the HOMO-LUMO gap, the calculation gives 10.0 eV.

```
! RIJCOSX wB97M-V def2-TZVPD def2/J DEFGRID3
* xyz 0 1
C -0.122 2.883 -2.064
C -0.238 1.407 -1.761
C -0.574 0.982 -0.487
C -0.787 -0.371 -0.229
C -0.569 -1.292 -1.226
C -0.313 -0.880 -2.534
C -0.144 0.466 -2.787
H 0.526 3.361 -1.327
H -1.112 3.328 -2.090
H 0.378 3.024 -3.026
H -0.733 1.756 0.259
H -1.146 -0.631 0.759
H -0.555 -2.357 -1.031
H -0.347 -1.584 -3.351
H -0.083 0.873 -3.790
C 0.660 -2.339 2.830
C 0.204 -0.903 3.016
N 1.003 0.032 2.442
O -0.783 -0.617 3.664
H -0.029 -2.961 3.385
H 1.640 -2.411 3.312
H 0.697 -2.623 1.778
H 0.855 1.012 2.628
H 1.570 -0.156 1.629
*
```

natural (NBO) population analysis, charges in e, atoms 1 to 5: atom 1 (C): -0.63, atom 2 (C): 0.00, atom 3 (C): -0.23, atom 4 (C): -0.20, atom 5 (C): -0.23



Q: What are the energies relative to the best structure? A: i 5.100; ii 4.765; iii 0.000, in eV.